1.
Molecular formula: C30H28AsCl6GeO4Pd
Method: DFT, ωB97M-V with the def2-TZVPD basis set

```
71
Properties=species:S:1:pos:R:3
Pd -0.59 -0.28 0.09
Cl 2.61 0.29 -0.29
C 2.06 -0.22 1.28
C 0.73 -0.58 1.45
C 0.33 -1.15 2.64
Cl -1.28 -1.79 2.77
C 1.22 -1.26 3.71
Cl 0.69 -1.94 5.19
C 2.53 -0.82 3.56
Cl 3.63 -0.93 4.87
C 2.96 -0.32 2.33
Cl 4.59 0.16 2.11
Ge -1.44 2.50 0.69
C -0.19 2.40 -0.77
C 0.98 3.08 -0.43
C 1.94 3.36 -1.40
C 1.74 2.92 -2.70
C 0.58 2.23 -3.04
C -0.39 1.98 -2.09
C -2.84 3.78 0.45
C -3.62 4.18 1.54
C -4.69 5.04 1.34
C -4.99 5.49 0.06
C -4.22 5.09 -1.02
C -3.14 4.24 -0.83
H -0.68 2.49 2.01
H 1.16 3.39 0.59
H 2.84 3.89 -1.13
H 2.49 3.12 -3.45
H 0.43 1.91 -4.06
H -1.31 1.48 -2.38
H -3.39 3.83 2.54
H -5.29 5.35 2.18
H -5.83 6.15 -0.09
H -4.46 5.45 -2.01
H -2.53 3.95 -1.68
C -5.04 -1.81 3.83
C -4.48 -2.49 2.61
C -3.96 -3.78 2.67
C -3.42 -4.38 1.54
Cl -2.73 -5.97 1.66
C -3.42 -3.72 0.33
C -3.94 -2.43 0.25
C -4.44 -1.82 1.39
O -4.95 -0.54 1.40
C -4.69 0.26 0.27
C -3.21 0.48 0.05
O -2.53 1.00 1.06
O -2.65 0.22 -1.02
H -5.05 -2.48 4.68
H -6.05 -1.45 3.65
H -4.43 -0.94 4.08
H -3.96 -4.31 3.61
H -3.02 -4.20 -0.55
H -3.93 -1.93 -0.70
H -5.14 1.24 0.48
H -5.13 -0.15 -0.64
C 2.06 -2.36 -2.43
As 0.41 -3.01 -1.74
C -0.86 -2.86 -3.16
C 0.61 -4.83 -1.23
O -0.17 -2.20 -0.39
H 2.36 -2.99 -3.26
H 2.82 -2.38 -1.64
H 1.91 -1.33 -2.76
H -0.39 -3.07 -4.12
H -1.24 -1.84 -3.15
H -1.69 -3.55 -2.99
H 0.57 -5.47 -2.11
H -0.21 -5.07 -0.55
H 1.56 -4.95 -0.72
```

## Properties
Orbital gap (eV): 7.009
E_HOMO (eV): -10.77
Net charge: +1



2.
Molecular formula: CH7N6
Method: DFT, ωB97M-V with the def2-TZVPD basis set

```
14
Properties=species:S:1:pos:R:3
C -1.74 0.34 -1.59
N -1.74 2.17 -3.11
N -1.83 -0.78 -0.94
N -1.67 1.24 -2.37
N -1.16 -2.51 0.36
N 0.69 1.59 0.04
N -1.19 -1.22 0.07
H 0.53 2.63 0.02
H -2.12 1.87 -4.04
H -0.37 -2.87 0.75
H -1.72 -3.12 -0.24
H 1.59 1.58 0.64
H 0.71 1.24 -0.90
H -0.55 -0.61 0.57
```

## Properties
Orbital gap (alpha / beta) (eV): 7.713 / 7.756
E_HOMO (alpha / beta) (eV): -13.32 / -13.41
Net charge: +1



3.
Molecular formula: C43H31BiF2I2N7O5
Method: DFT, ωB97M-V with the def2-TZVPD basis set

```
91
Properties=species:S:1:pos:R:3
Bi 0.30 -0.04 0.08
O 1.96 3.80 1.06
C 1.80 2.84 0.30
N 0.61 2.29 -0.07
C -0.55 3.11 0.09
C -0.46 4.49 -0.16
C -1.56 5.32 -0.04
C -2.79 4.78 0.32
C -2.91 3.42 0.52
C -1.81 2.56 0.37
N -1.94 1.16 0.35
C -2.93 0.54 0.98
O -3.73 0.98 1.83
C -3.09 -0.92 0.57
C -4.15 -1.65 1.11
C -4.31 -2.97 0.72
C -3.39 -3.53 -0.16
C -2.35 -2.73 -0.62
N -2.22 -1.45 -0.28
C 3.05 2.27 -0.34
C 4.25 2.33 0.37
C 5.38 1.81 -0.22
C 5.29 1.29 -1.51
C 4.06 1.31 -2.14
N 2.96 1.79 -1.57
H 0.49 4.91 -0.42
H -1.45 6.38 -0.23
H -3.66 5.42 0.43
H -3.86 2.98 0.79
H -4.82 -1.16 1.80
H -5.13 -3.57 1.11
H -3.46 -4.56 -0.47
H -1.59 -3.13 -1.28
H 4.26 2.76 1.36
H 6.33 1.81 0.31
H 6.15 0.86 -2.01
H 3.95 0.93 -3.15
F 5.45 -2.40 0.18
C 4.56 -1.61 0.85
C 3.41 -1.20 0.22
C 2.51 -0.37 0.90
C 2.80 0.01 2.22
C 3.95 -0.48 2.81
F 4.24 -0.19 4.11
C 4.86 -1.28 2.16
C 1.86 0.91 2.95
C 2.25 1.78 3.96
C 1.31 2.60 4.55
C -0.01 2.53 4.14
C -0.33 1.65 3.12
N 0.58 0.88 2.53
H 3.22 -1.54 -0.79
H 5.75 -1.64 2.65
H 3.29 1.83 4.26
H 1.61 3.31 5.32
H -0.78 3.15 4.57
H -1.35 1.56 2.76
I 1.36 -5.21 -2.04
C 1.40 -3.40 -3.08
C 1.75 -3.39 -4.43
C 1.77 -2.21 -5.13
I 2.30 -2.29 -7.16
C 1.43 -0.99 -4.50
C 1.38 0.27 -5.14
C 1.01 1.38 -4.45
C 0.69 1.26 -3.08
N 0.74 0.11 -2.46
C 1.09 -1.02 -3.13
C 1.07 -2.25 -2.35
O 0.76 -2.25 -1.12
H 2.01 -4.32 -4.92
H 1.65 0.33 -6.19
H 0.96 2.35 -4.92
H 0.41 2.13 -2.49
O 1.28 -3.18 2.33
C -0.01 -2.91 2.40
O -0.46 -1.82 2.17
C -0.90 -4.11 2.75
N -0.07 -5.19 3.31
C -0.24 -5.18 4.79
C -1.08 -3.93 5.10
C -1.91 -3.73 3.83
H -1.36 -4.42 1.81
H 1.36 -4.12 2.60
H -0.33 -6.08 2.92
H 0.72 -5.17 5.29
H -0.77 -6.08 5.11
H -0.43 -3.07 5.25
H -1.68 -4.06 6.00
H -2.28 -2.72 3.70
H -2.75 -4.43 3.81
```

## Properties
Orbital gap (eV): 6.371
E_HOMO (eV): -4.47
Net charge: -1



4.
Molecular formula: H8O4
Method: DFT, ωB97M-V with the def2-TZVPD basis set

```
12
Properties=species:S:1:pos:R:3
O -8.03 3.61 5.66
H -7.44 4.40 5.65
H -7.70 3.05 4.96
O -5.50 3.31 7.59
H -4.74 2.73 7.72
H -6.26 2.72 7.59
O -5.97 5.46 5.64
H -5.98 6.19 6.27
H -5.72 4.68 6.17
O -7.39 5.94 3.15
H -6.80 5.75 3.90
H -7.61 5.08 2.78
```

## Properties
Orbital gap (eV): 11.242
E_HOMO (eV): -10.84
Structure (SMILES): O.O.O.O